This record from the Open Molecules 2025 dataset describes a 4-piece molecular cluster, C26H61Br2F3N3O10P overall at a distorted geometry. The level of theory is ωB97M-V/def2-TZVPD.

## Properties
Spin multiplicity ... 1
HOMO-LUMO gap ... 0.3389 Eh
Net charge ... 0
SMILES string ... CCCP(Br)(Br)(C[C@@H](O)C(F)(F)F)CC(N)(N)N.COCCOCCOC.COCCOCCOC.COCCOCCOC
HOMO energy ... -9.02 eV

Last column: Mulliken charge in e.
Atoms and positions in Å:
C (3.76, -2.15, -2.17)  -1.58
C (2.83, -3.17, -2.89)  -0.32
C (1.43, -2.51, -3.01)  -0.80
P (0.43, -2.92, -4.51)  1.16
Br (-1.72, -3.68, -4.74)  -0.25
Br (1.54, -2.50, -6.50)  -0.29
C (-0.27, -1.16, -4.62)  -2.08
C (-1.09, -0.62, -3.43)  0.30
O (-1.62, -1.52, -2.50)  -0.37
C (-0.37, 0.48, -2.61)  0.77
F (0.35, 1.30, -3.36)  -0.32
F (0.36, 0.03, -1.62)  -0.29
F (-1.32, 1.25, -2.04)  -0.26
C (0.97, -4.72, -4.67)  -2.68
C (0.61, -5.67, -3.50)  1.04
N (1.84, -6.28, -2.99)  -0.55
N (-0.22, -6.79, -4.09)  -0.78
N (-0.07, -5.05, -2.37)  -0.35
H (3.84, -1.21, -2.71)  0.39
H (3.33, -1.95, -1.18)  0.34
H (4.73, -2.60, -1.99)  0.44
H (3.28, -3.36, -3.86)  0.17
H (2.80, -4.05, -2.26)  0.24
H (0.91, -2.69, -2.07)  0.58
H (1.61, -1.44, -3.04)  0.57
H (-0.88, -1.11, -5.52)  0.59
H (0.57, -0.51, -4.83)  0.72
H (-1.94, -0.09, -3.84)  0.43
H (-1.12, -2.33, -2.43)  0.21
H (0.47, -5.11, -5.56)  0.83
H (2.03, -4.82, -4.90)  0.58
H (2.32, -6.70, -3.77)  0.31
H (1.54, -7.02, -2.36)  0.32
H (-0.73, -7.18, -3.30)  0.29
H (-0.94, -6.38, -4.68)  0.29
H (-1.07, -5.05, -2.48)  0.15
H (0.19, -5.51, -1.51)  0.22
C (-2.53, 6.43, 4.10)  -0.83
O (-2.04, 5.16, 3.75)  -0.22
C (-2.90, 4.09, 4.11)  -0.83
C (-2.94, 3.01, 3.05)  0.02
O (-3.63, 3.37, 1.86)  -0.42
C (-3.02, 4.30, 0.97)  -0.53
C (-1.82, 3.77, 0.21)  -0.22
O (-0.68, 3.63, 1.06)  -0.22
C (0.11, 2.50, 0.76)  -0.30
H (-2.43, 6.62, 5.17)  0.32
H (-1.95, 7.18, 3.56)  0.23
H (-3.58, 6.55, 3.80)  0.36
H (-3.91, 4.46, 4.30)  0.38
H (-2.51, 3.65, 5.04)  0.38
H (-3.52, 2.18, 3.47)  0.31
H (-1.95, 2.62, 2.84)  0.08
H (-2.80, 5.24, 1.47)  0.14
H (-3.79, 4.51, 0.22)  0.45
H (-1.57, 4.48, -0.58)  0.40
H (-2.08, 2.81, -0.24)  0.04
H (-0.51, 1.61, 0.61)  0.12
H (0.76, 2.32, 1.61)  0.15
H (0.72, 2.68, -0.13)  0.23
C (-6.40, -5.31, 2.14)  -0.78
O (-5.45, -4.30, 2.40)  -0.29
C (-4.13, -4.78, 2.60)  -0.58
C (-3.09, -3.90, 1.95)  -0.28
O (-3.05, -3.94, 0.54)  -0.36
C (-4.10, -3.31, -0.20)  -0.56
C (-4.12, -1.80, -0.15)  -0.05
O (-4.55, -1.32, 1.12)  -0.37
C (-3.87, -0.15, 1.54)  -0.86
H (-6.66, -5.85, 3.06)  0.32
H (-7.29, -4.83, 1.75)  0.23
H (-6.03, -6.02, 1.39)  0.36
H (-4.03, -5.80, 2.21)  0.34
H (-3.94, -4.81, 3.68)  0.39
H (-2.11, -4.28, 2.27)  0.39
H (-3.15, -2.87, 2.32)  0.06
H (-5.08, -3.73, 0.07)  0.12
H (-3.92, -3.59, -1.24)  0.45
H (-4.82, -1.43, -0.91)  0.42
H (-3.12, -1.43, -0.39)  -0.06
H (-2.79, -0.24, 1.38)  0.35
H (-4.04, -0.05, 2.61)  0.27
H (-4.25, 0.74, 1.03)  0.47
C (4.46, 6.11, -0.34)  -0.77
O (4.46, 5.59, 0.98)  -0.33
C (3.35, 4.75, 1.26)  -0.35
C (3.77, 3.55, 2.09)  -0.37
O (4.56, 2.59, 1.41)  -0.42
C (5.90, 2.91, 1.08)  -0.35
C (6.86, 2.98, 2.26)  -0.55
O (6.64, 4.15, 3.04)  -0.29
C (6.81, 3.95, 4.42)  -0.78
H (3.72, 6.91, -0.45)  0.33
H (5.45, 6.52, -0.53)  0.24
H (4.26, 5.32, -1.07)  0.35
H (2.89, 4.39, 0.33)  0.26
H (2.61, 5.33, 1.81)  0.37
H (2.85, 3.02, 2.36)  0.36
H (4.23, 3.86, 3.03)  0.12
H (5.96, 3.80, 0.47)  0.12
H (6.24, 2.07, 0.46)  0.41
H (7.88, 3.02, 1.87)  0.40
H (6.75, 2.08, 2.87)  0.34
H (6.31, 3.03, 4.76)  0.35
H (6.35, 4.80, 4.94)  0.23
H (7.87, 3.91, 4.69)  0.32